Here is a molecular structure, C44H46As2NO5PSZr from the OMol25 dataset. Energies are from wB97M-V/def2-TZVPD.

Structure (XYZ):
```
101
C44H46As2NO5PSZr wB97M-V/def2-TZVPD
Zr 0.48 -0.12 2.02
As 0.06 -3.30 1.53
As -1.26 -0.81 -0.25
S -0.88 -0.73 4.44
P -1.05 2.04 2.48
O -1.39 -1.01 3.07
O 0.55 -0.34 4.18
O 1.89 -0.61 0.64
O -1.03 -1.79 5.39
O 3.87 -0.87 -0.32
N 3.66 -0.75 -3.00
C 1.84 1.60 2.40
C -1.89 1.80 4.15
C -2.51 2.45 1.48
C 1.95 -2.23 -4.75
C 5.11 -1.71 -6.79
C 0.95 -4.58 0.36
C -4.81 2.09 0.84
C 1.14 1.88 -3.57
C -4.52 -3.42 0.27
C 1.27 1.43 -1.24
C 5.42 -0.69 -4.65
C 1.41 2.90 3.08
C 4.13 -1.08 -4.29
C -3.95 -4.51 0.91
C 2.76 -0.37 -0.32
C -3.72 1.78 1.64
C -3.73 -2.33 -0.06
C 5.91 -1.02 -5.90
C -2.90 1.78 6.78
C -0.31 4.73 2.63
C -1.81 -3.39 0.93
C -0.03 -4.36 3.16
C -2.40 3.44 0.49
C 3.82 -2.10 -6.45
C -3.08 2.89 5.96
C 3.32 -1.80 -5.17
C -2.60 -4.49 1.24
C -4.70 3.08 -0.12
C -2.38 -2.31 0.26
C 2.70 0.20 -2.77
C 2.03 5.30 2.81
C 0.63 5.69 2.79
C 2.11 0.92 -3.82
C 2.24 0.45 -1.45
C 2.41 4.02 2.89
C -0.24 -1.62 -1.70
C -2.57 2.90 4.67
C -2.22 0.68 6.30
C 0.05 3.34 2.56
C -3.50 3.75 -0.29
C -1.72 0.71 5.01
C -2.47 0.26 -1.31
C 0.72 2.16 -2.28
C 2.97 -2.85 -7.44
H 2.01 -4.56 0.59
H 0.73 2.43 -4.41
H 0.56 -5.59 0.52
H -3.81 1.01 2.40
H -0.84 -2.39 -2.18
H 0.36 6.74 2.79
H 1.36 2.69 4.17
H 1.90 -2.37 -3.67
H 0.97 -4.44 3.57
H -0.66 -3.83 3.87
H 6.91 -0.73 -6.19
H 2.00 -2.38 -7.58
H -0.42 -5.36 2.98
H 2.44 0.74 -4.83
H 2.67 1.10 2.94
H 2.79 -3.88 -7.11
H -4.55 -5.37 1.16
H -2.07 -0.20 6.91
H 3.47 -2.90 -8.41
H -3.30 1.78 7.79
H 5.48 -1.96 -7.78
H -3.42 4.53 -1.04
H 0.81 -4.30 -0.68
H -1.88 1.07 -1.74
H 6.02 -0.13 -3.94
H -5.57 -3.42 0.03
H 0.02 -0.85 -2.43
H -2.88 -0.36 -2.11
H 3.46 3.76 2.86
H 4.19 -1.01 -2.18
H -3.27 0.67 -0.71
H 2.25 1.86 1.42
H -5.74 1.56 0.98
H 2.79 6.08 2.71
H -5.56 3.33 -0.74
H -1.46 3.96 0.37
H 0.96 1.67 -0.22
H -3.61 3.76 6.33
H 0.00 2.94 -2.08
H 1.66 -3.17 -5.23
H -2.18 -5.35 1.75
H -2.70 3.78 4.05
H -1.34 5.02 2.49
H -4.18 -1.49 -0.56
H 1.19 -1.48 -5.02
H 0.69 -2.04 -1.31
```

Properties
net charge: 0
HOMO-LUMO gap: 5.4077 eV
energy relative to the best compared isomer or geometry (same formula, charge and spin): 0.00 kJ/mol
E: -201185.6413 eV
E_LUMO: -0.2050 eV


Here is 23 unconnected molecules or ions with the total composition C44H46Cl66F3N2 at a distorted geometry from the OMol25 dataset. Energies are from wB97M-V/def2-TZVPD.

Structure (XYZ):
```
161
C44H46Cl66F3N2 wB97M-V/def2-TZVPD
Cl -2.96 -6.23 9.55
Cl 0.44 13.81 3.41
Cl -8.79 9.66 -6.90
Cl -9.01 1.47 -2.77
Cl -4.71 8.58 -5.19
Cl -1.11 -5.46 -2.39
Cl -6.32 11.15 -6.56
Cl 6.35 -7.73 7.86
Cl 3.58 -1.41 0.58
Cl 3.27 -3.44 10.38
Cl 6.32 -9.80 5.83
Cl 13.00 -5.73 5.08
Cl 1.15 -5.78 5.22
Cl -8.83 12.27 -5.62
Cl 6.18 -1.67 -0.78
Cl -0.78 -9.72 3.66
Cl -8.61 3.84 -6.22
Cl -2.51 -6.46 -0.04
Cl 1.42 -2.38 -4.34
Cl -9.96 6.30 -6.94
Cl -7.10 -10.90 -0.73
Cl 1.26 -6.32 8.08
Cl 3.51 -10.98 8.01
Cl 11.95 -12.79 7.29
Cl 8.59 -9.56 7.62
Cl 13.39 -10.38 8.05
Cl -7.88 5.23 -8.66
Cl -3.44 -8.76 3.03
Cl -7.32 -10.76 2.16
Cl 5.56 -4.83 9.27
Cl 1.88 4.01 -6.47
Cl -4.72 -10.50 0.90
Cl -4.29 1.66 -6.31
Cl -2.68 10.99 0.29
Cl 4.41 -4.62 3.65
Cl 11.19 -7.30 6.73
Cl 6.29 -3.03 2.08
Cl 11.90 -11.87 10.04
Cl -6.40 1.48 -4.06
Cl 4.52 5.53 -5.01
Cl -5.28 -0.52 -7.97
Cl -5.44 2.23 -8.91
Cl -2.58 7.55 -6.88
Cl -3.45 -4.07 -1.39
Cl 4.84 4.36 -7.65
Cl 3.85 -0.72 -2.23
Cl 3.63 -6.66 6.44
Cl -1.29 8.55 1.01
Cl -0.81 2.93 -6.42
Cl -0.51 10.03 -1.37
Cl 12.89 -5.29 7.95
Cl 3.06 12.83 2.66
Cl -3.32 6.14 -4.45
Cl 0.93 2.39 -8.69
Cl 7.12 4.54 -5.86
Cl 3.45 -13.06 5.98
Cl -1.52 -8.30 8.11
Cl 4.46 -5.65 11.83
Cl 0.84 12.60 0.80
Cl -3.29 -9.02 10.29
Cl 5.74 -12.83 7.76
Cl 6.05 -2.62 4.94
Cl 1.10 -3.02 -1.53
Cl 2.06 -5.06 -3.40
Cl -1.56 -9.32 0.89
Cl -8.79 0.91 -5.61
F -7.37 7.73 -2.72
F -7.70 5.88 -3.89
F -8.06 5.95 -1.70
N -1.62 5.92 -0.91
N 1.63 6.86 -1.60
C 0.65 0.91 -0.01
C 1.27 -1.53 1.41
C -3.16 7.73 -5.23
C 5.62 5.31 -6.38
C -7.27 6.37 -2.72
C 12.76 -6.49 6.66
C -4.05 3.03 -3.97
C 0.86 6.00 -0.65
C -6.31 -11.27 0.81
C 1.87 -0.20 1.81
C -8.44 5.41 -7.00
C -1.53 2.95 -3.93
C 4.42 -1.79 -0.94
C -4.13 4.02 -2.96
C 0.07 -0.33 -0.38
C -2.81 5.50 -1.39
C 6.84 -9.38 7.46
C 1.55 0.98 1.10
C -5.55 4.46 -2.52
C -0.34 4.42 -2.30
C -2.17 -7.81 9.67
C -2.76 2.50 -4.49
C 4.09 -4.99 10.23
C -8.02 0.75 -4.03
C 0.37 -1.54 0.33
C 3.99 -12.63 7.61
C 1.57 13.58 2.08
C -7.90 10.79 -5.87
C -5.80 6.00 -2.39
C 1.88 -6.78 6.48
C 1.42 2.71 -1.66
C -2.84 4.52 -2.42
C 1.03 3.87 -2.69
C -0.41 5.43 -1.31
C -4.50 1.07 -7.97
C -1.75 -8.74 2.55
C -1.13 10.16 0.28
C 11.97 -11.38 8.35
C -2.68 -5.64 -1.59
C 0.23 2.18 -0.80
C 5.97 -3.81 3.64
C 0.48 3.57 -7.45
C -1.59 3.96 -2.89
C 1.00 -3.65 -3.19
H 1.82 14.55 1.67
H 0.50 6.70 0.13
H -0.62 1.85 -1.43
H 1.84 4.62 -2.62
H -3.69 5.97 -0.95
H 1.49 5.21 -0.22
H -6.17 -12.34 0.87
H -0.57 2.57 -4.28
H -7.91 -0.31 -3.82
H -1.34 -7.72 10.37
H 1.55 -2.43 1.96
H 4.17 -2.81 -1.20
H -6.25 4.06 -3.28
H -0.09 2.91 -0.03
H -2.44 8.31 -4.67
H 1.87 1.85 -2.18
H 6.74 -4.55 3.81
H -0.42 10.74 0.86
H 11.09 -10.78 8.13
H -2.67 1.74 -5.32
H -3.32 -6.25 -2.22
H -7.69 5.98 -6.45
H -1.62 6.64 -0.17
H -1.39 -7.72 2.60
H 1.60 -7.81 6.30
H 2.62 6.59 -1.55
H -0.65 -0.33 -1.21
H -0.10 -2.48 0.05
H 2.56 -0.11 2.66
H -5.08 6.62 -2.93
H 5.86 6.28 -6.79
H 1.37 6.60 -2.55
H 3.43 -5.68 9.72
H 1.07 3.48 -3.72
H 1.99 1.93 1.44
H 6.36 -10.05 8.16
H 3.51 -13.30 8.31
H -7.75 10.31 -4.91
H -3.52 0.97 -8.42
H 2.20 3.06 -0.94
H 0.11 4.46 -7.95
H -5.01 2.66 -4.40
H -5.80 3.93 -1.58
H -5.69 6.25 -1.31
H 13.53 -7.23 6.81
H -0.02 -3.96 -3.39
```

Properties
net charge: +1
HOMO-LUMO gap: 6.3392 eV
E: -883975.1029 eV
E_LUMO: -3.8071 eV


Here is a molecular structure, C44H46N5PbS4Si at a distorted geometry from the OMol25 dataset. Energies are from wB97M-V/def2-TZVPD.

Structure (XYZ):
```
101
C44H46N5PbS4Si wB97M-V/def2-TZVPD
Pb 13.53 15.77 11.82
S 13.91 20.70 11.27
S 14.26 16.15 6.85
S 10.75 16.30 17.14
S 20.74 15.46 10.60
Si 9.77 15.40 11.84
N 14.04 15.88 14.22
N 14.21 16.18 9.37
N 15.87 15.88 12.22
N 13.86 18.19 11.32
N 14.19 12.95 12.16
C 14.23 11.81 12.13
C 10.30 13.72 14.02
C 13.64 19.20 13.60
C 14.09 17.49 8.97
C 14.03 18.54 10.00
C 9.40 16.87 12.86
C 15.32 15.86 14.55
C 18.79 15.83 9.00
C 9.75 12.58 11.85
C 9.93 15.66 10.00
C 13.78 19.25 12.11
C 18.54 15.70 12.77
C 14.13 8.36 10.80
C 7.97 13.91 13.15
C 8.36 15.61 9.87
C 14.79 15.90 16.87
C 13.49 7.71 11.84
C 14.10 19.90 9.78
C 17.17 15.86 16.21
C 13.21 8.38 13.01
C 12.37 15.88 17.55
C 19.05 15.67 10.33
C 18.12 15.73 11.46
C 14.32 15.37 8.37
C 16.74 15.83 11.22
C 10.27 16.27 18.80
C 10.57 14.58 9.16
C 19.98 15.74 8.19
C 14.51 13.89 8.49
C 14.14 10.36 12.07
C 14.06 17.65 7.60
C 18.06 15.82 15.23
C 13.13 15.82 15.18
C 21.09 15.54 8.93
C 12.52 15.74 18.91
C 10.37 17.06 9.55
C 17.63 15.79 13.83
C 13.56 9.72 13.16
C 16.29 15.84 13.50
C 14.45 9.71 10.89
C 9.47 13.81 12.72
C 11.29 15.93 19.61
C 13.43 15.84 16.55
C 15.76 15.85 15.89
H 11.44 17.20 9.50
H 10.12 17.67 12.74
H 15.08 16.01 17.91
H 13.98 18.57 7.04
H 19.15 15.81 15.35
H 10.09 14.55 14.68
H 9.97 17.88 10.16
H 14.34 7.85 9.88
H 11.20 15.81 20.67
H 19.62 15.64 12.96
H 7.28 14.09 12.34
H 8.09 15.93 8.88
H 11.65 14.74 9.10
H 13.29 10.25 14.08
H 7.76 14.63 13.93
H 22.11 15.43 8.62
H 9.97 17.19 8.54
H 12.82 18.55 13.89
H 9.25 16.43 19.08
H 13.25 6.67 11.73
H 10.01 12.82 14.54
H 8.45 17.25 12.46
H 7.93 14.61 9.95
H 14.26 20.40 8.86
H 17.48 15.96 17.26
H 7.72 12.92 13.52
H 12.10 15.77 14.85
H 10.20 14.68 8.12
H 11.37 13.66 13.81
H 14.84 10.24 10.03
H 16.32 15.89 10.24
H 17.82 16.01 8.59
H 9.09 12.51 10.99
H 7.86 16.29 10.57
H 14.71 13.61 9.51
H 9.55 11.69 12.43
H 12.73 7.88 13.87
H 13.41 15.44 19.41
H 9.22 16.63 13.89
H 19.98 15.82 7.13
H 14.54 18.86 14.08
H 15.38 13.55 7.92
H 10.80 12.49 11.57
H 13.40 20.15 14.02
H 13.65 13.34 8.10
H 10.43 13.56 9.49
```

Properties
net charge: +3
HOMO-LUMO gap: 6.0336 eV
energy relative to the best compared isomer or geometry (same formula, charge and spin): 0.00 kJ/mol
E: -110270.6951 eV
E_LUMO: -8.4305 eV


Here is a molecular structure, C44H46N6O4S2Sb2V at a distorted geometry from the OMol25 dataset. Energies are from wB97M-V/def2-TZVPD.

Structure (XYZ):
```
105
C44H46N6O4S2Sb2V wB97M-V/def2-TZVPD
Sb -0.37 1.91 0.89
Sb 1.04 -1.72 3.61
V 0.43 -0.86 -2.70
S 1.75 1.01 -1.88
S -1.89 -0.99 -1.23
O 1.69 1.27 -5.76
O -2.42 -0.17 -0.18
O -1.73 -0.33 -2.55
O -0.67 -2.35 -4.45
N 1.18 -2.66 -2.01
N -0.41 -1.50 -0.84
N 3.74 -0.88 -3.35
N 3.10 2.66 -3.43
N 0.64 -0.55 -4.80
N 3.76 0.50 -3.60
C -3.03 3.39 0.15
C 2.10 5.54 1.22
C -4.42 -3.96 -0.40
C -1.04 0.69 3.66
C 4.64 -0.19 1.69
C -0.03 -1.12 6.41
C -3.91 4.08 -0.68
C -3.59 -2.86 -0.29
C 1.34 4.47 0.77
C 3.54 1.79 2.50
C 0.87 0.37 -5.80
C -1.64 1.62 2.60
C 2.51 1.00 3.00
C -4.00 -4.06 -2.75
C -0.04 -0.67 7.73
C 1.09 -0.07 8.26
C -1.39 3.39 -1.60
C 2.21 5.79 2.58
C -4.64 -4.57 -1.63
C 1.40 -5.04 -1.99
C -0.32 -3.98 -0.68
C -2.27 4.09 -2.42
C 2.23 -0.37 6.16
C 0.33 -5.13 -1.10
C 3.58 -0.96 2.15
C -2.96 -2.37 -1.43
C 0.67 3.63 1.67
C 1.10 -0.97 5.61
C 1.79 -3.79 -2.41
C -0.82 -0.74 3.15
C -0.29 -1.45 -5.21
C -0.75 -1.21 -6.62
C -1.76 3.04 -0.30
C -0.05 0.10 -6.99
C -3.53 4.43 -1.96
C 4.61 1.19 1.85
C 0.12 -2.75 -1.17
C 2.23 0.08 7.48
C 1.56 4.96 3.48
C 2.51 -0.38 2.82
C -3.17 -2.95 -2.66
C 2.92 1.38 -3.07
C -5.56 -5.76 -1.74
C 0.79 3.90 3.03
H -2.57 1.20 2.21
H -1.14 -4.02 0.02
H 0.53 0.07 -7.91
H -1.84 -1.17 -6.66
H -6.60 -5.44 -1.62
H 3.65 -1.00 -2.35
H 3.62 -2.04 2.01
H 0.29 3.27 3.76
H 1.09 0.29 9.28
H 3.58 2.87 -4.29
H 2.61 -3.66 -3.10
H 2.81 6.62 2.93
H 1.64 5.15 4.55
H -5.35 -6.49 -0.96
H 3.50 2.86 2.63
H -0.94 -0.81 2.07
H 0.00 -6.09 -0.74
H -4.22 4.97 -2.61
H 2.36 3.30 -3.18
H 3.13 -0.24 5.56
H -0.44 -2.05 -7.24
H -5.47 -6.25 -2.70
H 5.48 -0.66 1.20
H 5.42 1.80 1.48
H -4.16 -4.52 -3.72
H -2.65 -2.57 -3.53
H -1.57 -1.42 3.57
H -0.11 1.11 4.05
H 1.27 4.28 -0.29
H 1.70 1.48 3.53
H -0.42 3.10 -1.99
H -3.44 -2.37 0.67
H -1.97 4.35 -3.43
H -3.35 3.12 1.15
H 4.26 0.75 -4.44
H -0.93 -0.79 8.33
H -0.75 0.94 -7.06
H 3.11 0.55 7.89
H -4.90 4.34 -0.31
H 2.88 -1.25 -3.77
H 1.92 -5.91 -2.34
H -1.87 2.60 3.04
H -4.91 -4.35 0.49
H 2.61 6.17 0.51
H -1.72 0.66 4.51
H -0.92 -1.58 6.01
```

Properties
net charge: 0
HOMO-LUMO gap (spin up / spin down): 7.5988 / 7.9311 eV
energy relative to the best compared isomer or geometry (same formula, charge and spin): 72.30 kJ/mol
⟨S²⟩: 3.759
E: -123939.3687 eV
E_LUMO (spin up / spin down): 0.4467 / 0.4145 eV
spin multiplicity: 4


What is the E in the first record? -201185.6413 eV


What is the formula in the third record? C44H46N5PbS4Si